Entry 1:
DFT (ωB97M-V/def2-TZVPD) results for a cluster of 3 separate species, C29H60N2O6PS in total.

Results
HOMO level in eV: -10.90
Orbital gap in eV: 8.20
DFT total energy in a.u.: -2440.97569

Geometry as ORCA input:
```
! RIJCOSX wB97M-V def2-TZVPD def2/J DEFGRID3
* xyz 1 1
C -1.582 2.054 3.181
C -1.412 0.743 4.082
P -2.479 -0.725 3.500
C -2.252 -2.024 4.880
C -1.731 -1.552 1.967
C -0.582 -0.749 1.143
N -0.846 -1.293 -0.251
C 0.031 -0.850 -1.387
C 0.636 -2.032 -2.255
C 1.654 -2.987 -1.480
C 3.136 -2.420 -1.339
C 3.364 -1.482 -0.057
C 4.764 -0.706 -0.321
C 5.277 -0.046 1.042
C 4.371 1.227 1.463
O 5.259 2.131 2.138
C 4.556 3.321 2.567
C -2.318 -1.424 -0.442
C -3.254 -0.145 -0.304
C -2.649 1.196 -0.900
O -1.983 1.924 -0.114
N -2.833 1.684 -2.246
C -1.562 2.164 -2.866
C -3.572 0.726 -3.114
C -2.692 -2.276 0.894
C -4.234 -2.511 1.232
S -4.326 -4.183 2.079
O -4.724 -5.247 1.078
O -5.205 -4.162 3.289
H -0.670 2.291 2.533
H -1.714 2.971 3.853
H -2.490 1.997 2.504
H -0.313 0.473 4.181
H -1.783 1.021 5.131
H -1.139 -2.277 4.989
H -2.662 -1.677 5.875
H -2.764 -2.990 4.531
H -1.125 -2.417 2.406
H 0.484 -1.091 1.376
H -0.517 0.373 1.277
H -0.571 -2.289 -0.106
H 0.810 -0.137 -0.961
H -0.615 -0.213 -2.082
H 1.237 -1.535 -3.097
H -0.145 -2.672 -2.782
H 1.686 -3.976 -2.054
H 1.277 -3.252 -0.434
H 3.816 -3.330 -1.173
H 3.516 -1.943 -2.305
H 2.569 -0.681 0.077
H 3.411 -2.082 0.916
H 4.662 0.006 -1.195
H 5.504 -1.541 -0.593
H 5.365 -0.790 1.897
H 6.325 0.362 0.838
H 3.889 1.669 0.525
H 3.555 0.825 2.166
H 3.552 3.038 3.014
H 4.453 4.093 1.725
H 5.202 3.804 3.368
H -2.624 -2.129 -1.291
H -3.548 0.091 0.779
H -4.245 -0.415 -0.816
H -0.635 1.898 -2.247
H -1.491 1.780 -3.935
H -1.606 3.300 -2.899
H -3.794 1.287 -4.090
H -2.901 -0.150 -3.401
H -4.584 0.398 -2.706
H -2.266 -3.329 0.839
H -4.812 -2.600 0.247
H -4.610 -1.670 1.891
H -3.032 -4.547 2.499
C 9.922 2.727 -1.550
C 8.698 2.370 -0.734
C 7.718 1.941 -1.808
O 8.492 1.384 -2.878
C 9.876 1.691 -2.656
H 10.853 2.702 -0.981
H 9.807 3.730 -1.973
H 8.925 1.525 -0.075
H 8.324 3.190 -0.119
H 7.164 2.798 -2.207
H 7.000 1.198 -1.450
H 10.381 0.766 -2.355
H 10.327 2.046 -3.585
C -8.885 1.262 -1.710
C -8.493 0.901 -0.293
C -7.487 -0.211 -0.517
O -6.844 0.057 -1.773
C -7.575 1.090 -2.453
H -9.302 2.265 -1.809
H -9.624 0.546 -2.084
H -8.005 1.756 0.186
H -9.333 0.595 0.331
H -7.981 -1.185 -0.594
H -6.736 -0.263 0.276
H -6.975 2.006 -2.416
H -7.719 0.811 -3.499
*
```

---

Entry 2:
DFT (ωB97M-V/def2-TZVPD) results for a structure of composition C26H27Cl3N3O2SV.

Results
Relative energy (zero: lowest compared OMol25 entry of this formula, charge and spin) in kcal per mole: 35.02
HOMO level (alpha / beta) in eV: -9.59 / -9.58
Orbital gap (alpha / beta) in eV: 6.59 / 6.58
DFT total energy in a.u.: -4044.26353

Geometry as ORCA input:
```
! RIJCOSX wB97M-V def2-TZVPD def2/J DEFGRID3
* xyz 1 4
V 2.066 0.669 0.301
C -3.610 0.775 -4.136
C -3.192 -0.181 -3.007
C -3.514 0.480 -1.666
C -4.003 -1.481 -3.109
C -1.701 -0.499 -3.138
C -1.239 -1.151 -4.302
C 0.092 -1.444 -4.505
C 0.998 -1.099 -3.505
S 2.714 -1.338 -3.449
C 2.754 -0.608 -1.885
N 1.592 -0.205 -1.434
C 0.566 -0.483 -2.336
C -0.782 -0.163 -2.162
C 3.993 -0.499 -1.092
C 5.207 -0.184 -1.722
C 6.378 -0.108 -1.004
C 6.378 -0.402 0.362
C 5.205 -0.758 0.991
C 3.990 -0.797 0.293
H -4.679 0.993 -4.068
H -3.416 0.341 -5.119
H -3.063 1.719 -4.066
H -4.579 0.722 -1.625
H -2.952 1.408 -1.527
H -3.286 -0.203 -0.841
H -5.067 -1.267 -2.980
H -3.696 -2.197 -2.341
H -3.878 -1.961 -4.081
H -1.948 -1.428 -5.073
H 0.425 -1.929 -5.417
H -1.062 0.381 -1.268
H 5.211 0.013 -2.789
H 7.298 0.168 -1.502
H 7.305 -0.366 0.923
H 5.197 -1.018 2.043
Cl 1.107 3.122 6.778
C 0.954 2.780 5.090
C 2.071 2.446 4.342
C 1.903 2.138 3.010
Cl 3.279 1.771 2.004
C 0.663 2.107 2.336
O 0.549 1.704 1.097
C -0.405 2.536 3.139
Cl -1.968 2.711 2.369
C -0.285 2.852 4.480
H 3.056 2.431 4.792
H -1.150 3.168 5.049
N -3.057 -0.490 3.800
C -2.708 -0.914 2.387
C -1.292 -1.505 2.349
N -0.598 -1.373 1.096
H -4.057 -0.509 3.978
H -2.739 0.467 3.924
H -2.596 -1.088 4.484
H -2.756 -0.028 1.762
H -3.454 -1.630 2.049
H -1.348 -2.565 2.604
H -0.682 -1.008 3.115
H -0.378 -0.424 0.819
H -1.045 -1.859 0.328
O 2.523 -1.757 1.993
C 2.713 -0.986 1.063
*
```

---

Entry 3:
DFT (ωB97M-V/def2-TZVPD) results for an isolated molecule of C3H2N2O2.

Results
Relative energy (zero: lowest compared OMol25 entry of this formula, charge and spin) in kcal per mole: 88.40
HOMO level in eV: -10.05
Orbital gap in eV: 9.97
SMILES string: O=CC(=O)N1C=N1
DFT total energy in a.u.: -375.37065

Geometry as ORCA input:
```
! RIJCOSX wB97M-V def2-TZVPD def2/J DEFGRID3
* xyz 0 1
O -2.240 0.498 -1.016
C -1.712 0.241 0.034
C -0.392 -0.527 0.090
O -0.316 -1.694 -0.191
N 0.667 0.269 0.611
C 1.843 0.347 -0.179
N 2.009 -0.597 0.600
H -2.159 0.514 1.009
H 2.300 0.949 -0.960
*
```

---

Entry 4:
DFT (ωB97M-V/def2-TZVPD) results for a cluster of 4 separate species, C26H29F3N2O3PS in total.

Results
HOMO level in eV: -11.06
Orbital gap in eV: 7.92
DFT total energy in a.u.: -2382.27079

Geometry as ORCA input:
```
! RIJCOSX wB97M-V def2-TZVPD def2/J DEFGRID3
* xyz 1 1
N -2.925 3.995 3.111
C -2.662 3.527 1.741
C -1.340 2.747 1.670
N -1.316 1.663 0.615
O -1.949 2.191 -0.546
C -2.021 0.411 1.027
C -1.907 -0.701 0.209
C -2.568 -1.856 0.567
C -3.349 -1.899 1.714
C -3.467 -0.770 2.507
C -2.798 0.392 2.179
P 0.433 1.287 0.042
O 1.133 2.604 0.594
O 0.867 0.127 1.033
S 0.636 0.920 -1.793
H -3.826 3.668 3.438
H -2.250 3.656 3.785
H -3.496 2.913 1.400
H -2.561 4.404 1.104
H -1.101 2.276 2.627
H -0.530 3.432 1.445
H -2.801 1.726 -0.598
H -1.317 -0.689 -0.699
H -2.466 -2.731 -0.066
H -3.869 -2.812 1.984
H -4.095 -0.800 3.390
H -2.905 1.251 2.830
H 2.038 2.648 0.235
H 0.697 0.365 1.960
F 6.361 -4.511 1.461
C 5.508 -3.488 1.285
C 5.668 -2.668 0.185
C 4.780 -1.618 0.011
C 3.765 -1.398 0.930
C 3.628 -2.235 2.028
C 4.503 -3.296 2.213
H 6.473 -2.855 -0.513
H 4.880 -0.962 -0.841
H 3.084 -0.575 0.780
H 2.839 -2.067 2.751
H 4.417 -3.966 3.057
F 5.260 1.373 -1.360
C 6.205 1.345 -2.336
C 7.283 2.199 -2.238
C 8.246 2.157 -3.236
C 8.114 1.279 -4.303
C 7.016 0.434 -4.374
C 6.047 0.459 -3.381
H 7.363 2.875 -1.398
H 9.102 2.815 -3.178
H 8.867 1.254 -5.079
H 6.910 -0.249 -5.206
H 5.184 -0.193 -3.413
F -6.660 -3.017 1.232
C -7.079 -2.345 0.135
C -7.994 -2.938 -0.710
C -8.409 -2.229 -1.828
C -7.908 -0.960 -2.088
C -6.985 -0.391 -1.222
C -6.567 -1.087 -0.096
H -8.368 -3.928 -0.492
H -9.131 -2.673 -2.500
H -8.238 -0.417 -2.962
H -6.592 0.597 -1.423
H -5.857 -0.666 0.605
*
```

---

Entry 5:
DFT (ωB97M-V/def2-TZVPD) results for a cluster of 9 separate species, C7H27NO8 in total.

Results
Relative energy (zero: lowest compared OMol25 entry of this formula, charge and spin) in kcal per mole: 111.60
HOMO level in eV: -8.00
Orbital gap in eV: 8.14
SMILES string: C=C/C=C/C/C=C/N.O.O.O.O.O.O.O.O
DFT total energy in a.u.: -939.42689

Geometry as ORCA input:
```
! RIJCOSX wB97M-V def2-TZVPD def2/J DEFGRID3
* xyz 0 1
C 0.252 -1.455 4.109
C -0.014 -1.403 2.726
C -1.336 -1.679 2.075
C -1.534 -0.850 0.965
C -2.469 -1.068 -0.205
C -2.462 -0.165 -1.410
C -2.076 1.051 -1.673
N -1.999 1.496 -3.001
H -0.560 -1.759 4.737
H 1.091 -1.273 4.650
H 0.638 -0.959 2.079
H -2.027 -2.494 2.285
H -0.910 0.111 0.918
H -2.414 -2.140 -0.348
H -3.465 -1.125 0.164
H -2.947 -0.639 -2.272
H -1.395 1.744 -0.990
H -2.052 2.578 -3.070
H -2.554 0.877 -3.643
O 1.399 0.335 -0.110
H 2.276 -0.030 -0.219
H 0.674 -0.272 -0.420
O 1.501 2.444 -1.985
H 1.666 1.816 -1.268
H 1.396 2.014 -2.808
O -2.270 1.712 3.545
H -2.780 2.344 3.025
H -1.413 2.175 3.462
O 0.876 -2.434 -1.227
H 1.053 -3.263 -0.810
H 1.746 -1.919 -1.189
O 0.653 1.804 2.452
H 0.195 1.892 1.648
H 0.847 0.886 2.498
O -0.654 -0.770 -4.234
H -0.643 0.069 -4.492
H -0.104 -0.802 -3.499
O 3.556 1.278 0.563
H 3.741 2.228 0.478
H 2.744 1.508 1.184
O 3.700 -1.557 -1.425
H 3.774 -1.253 -2.332
H 4.298 -1.053 -0.936
*
```

---

Entry 6:
DFT (ωB97M-V/def2-TZVPD) results for an isolated molecule of C20H16F4N2O6.

Results
HOMO level in eV: -9.41
Orbital gap in eV: 10.01
SMILES string: O=C(COC(=O)c1c(F)cccc1F)NCCNC(=O)COC(=O)c1c(F)cccc1F
DFT total energy in a.u.: -1732.22297

Geometry as ORCA input:
```
! RIJCOSX wB97M-V def2-TZVPD def2/J DEFGRID3
* xyz 0 1
O -1.988 -0.350 -0.817
C -1.274 0.630 -0.926
C -1.036 1.592 0.236
O 0.162 2.338 0.053
C 1.216 2.018 0.823
O 1.180 1.244 1.737
C 2.436 2.776 0.417
C 2.719 3.128 -0.900
F 1.836 2.856 -1.876
C 3.895 3.757 -1.264
C 4.831 4.060 -0.291
C 4.588 3.738 1.032
C 3.408 3.098 1.367
F 3.191 2.819 2.654
N -0.670 0.991 -2.072
C -0.585 0.090 -3.194
C 0.700 -0.755 -3.100
N 0.751 -1.450 -1.839
C 1.356 -0.915 -0.761
O 2.108 0.039 -0.809
C 1.053 -1.652 0.542
O -0.183 -2.346 0.449
C -1.210 -1.893 1.188
O -1.115 -1.035 2.021
C -2.475 -2.610 0.860
C -2.527 -3.837 0.200
F -1.393 -4.461 -0.160
C -3.720 -4.469 -0.100
C -4.914 -3.863 0.249
C -4.910 -2.641 0.895
C -3.703 -2.032 1.194
F -3.740 -0.853 1.811
H -0.997 1.020 1.171
H -1.866 2.302 0.288
H 4.064 3.997 -2.301
H 5.752 4.549 -0.566
H 5.299 3.968 1.809
H -0.002 1.748 -2.033
H -0.593 0.662 -4.123
H -1.463 -0.561 -3.153
H 0.739 -1.476 -3.920
H 1.575 -0.102 -3.140
H 0.058 -2.166 -1.667
H 1.032 -0.928 1.366
H 1.840 -2.389 0.730
H -3.697 -5.421 -0.605
H -5.850 -4.346 0.014
H -5.827 -2.146 1.170
*
```

---

Entry 7:
DFT (ωB97M-V/def2-TZVPD) results for a cluster of 2 separate species, C34H46BrIN2O13PS2 in total.

Results
Relative energy (zero: lowest compared OMol25 entry of this formula, charge and spin) in kcal per mole: 387.24
HOMO level in eV: -10.74
Orbital gap in eV: 7.32
DFT total energy in a.u.: -6419.28731

Geometry as ORCA input:
```
! RIJCOSX wB97M-V def2-TZVPD def2/J DEFGRID3
* xyz 1 1
C 2.872 3.613 2.682
C 2.353 2.344 2.250
C 2.271 2.168 0.630
C 1.478 0.821 0.186
O 0.383 0.811 1.109
C 2.364 -0.389 0.744
O 3.811 -0.270 0.472
C 4.547 -0.663 1.648
O 4.860 -1.876 1.792
C 4.979 0.350 2.802
C 6.076 1.415 2.540
C 6.454 2.400 3.696
C 5.713 2.248 5.053
C 4.596 1.193 5.315
C 4.199 0.212 4.171
O 1.809 -1.677 0.486
C 0.789 -1.767 -0.528
N 1.079 -3.161 -1.074
C 1.647 -3.978 -0.198
C 0.974 -4.796 1.001
C 3.227 -4.350 -0.401
P -0.907 -2.049 0.224
O -0.719 -2.277 1.764
O -1.675 -3.534 -0.276
O -2.059 -0.857 0.115
C 0.953 -0.683 -1.760
Br 2.781 -1.529 -2.349
C 0.287 -1.012 -3.134
C -1.185 -0.788 -3.600
O -1.393 0.048 -4.542
I -2.997 -1.883 -3.010
N 1.094 0.786 -1.300
C 2.279 1.309 -2.135
C 2.488 2.854 -2.490
C 1.818 3.329 -3.908
S 2.405 5.088 -4.253
O 3.777 5.361 -3.706
O 2.440 5.392 -5.733
O 1.349 6.113 -3.398
C -0.018 1.716 -1.660
C -1.465 1.885 -1.087
C -2.831 1.539 -1.808
C -4.242 1.786 -1.209
C -4.432 2.429 0.185
C -5.910 2.619 0.768
C -3.146 2.870 0.924
C -1.781 2.612 0.297
H 3.398 3.631 3.696
H 2.754 4.564 2.045
H 1.996 1.551 2.985
H 3.335 2.239 0.223
H 1.725 3.142 0.316
H 0.326 0.021 1.685
H 2.385 -0.336 1.909
H 6.612 1.525 1.537
H 7.245 3.225 3.581
H 5.997 2.947 5.925
H 4.048 1.083 6.310
H 3.385 -0.589 4.256
H -0.084 -5.190 0.766
H 1.005 -4.191 1.991
H 1.598 -5.748 1.230
H 3.316 -4.691 -1.490
H 3.561 -5.178 0.326
H 3.785 -3.355 -0.198
H -1.424 -3.737 -1.208
H -2.691 -0.897 0.881
H 0.418 -2.157 -3.333
H 0.947 -0.591 -3.997
H 2.219 0.953 -3.236
H 3.293 1.056 -1.641
H 2.228 3.626 -1.697
H 3.620 3.024 -2.696
H 2.212 2.703 -4.784
H 0.679 3.405 -3.860
H 0.486 5.639 -3.329
H 0.323 2.763 -1.272
H -0.106 1.714 -2.817
H -2.844 1.118 -2.857
H -5.193 1.497 -1.798
H -5.846 2.372 1.899
H -6.544 1.759 0.319
H -6.383 3.636 0.558
H -3.243 3.384 1.950
H -0.865 2.989 0.899
C -7.140 -3.749 1.241
C -7.020 -4.368 -0.153
C -5.805 -3.734 -0.834
S -4.684 -3.266 0.480
O -4.584 -1.825 0.503
O -3.521 -4.129 0.443
C -5.735 -3.776 1.828
H -7.847 -4.295 1.868
H -7.491 -2.715 1.157
H -6.868 -5.448 -0.060
H -7.926 -4.215 -0.743
H -5.305 -4.436 -1.502
H -6.080 -2.830 -1.382
H -5.610 -3.101 2.675
H -5.446 -4.791 2.111
*
```

---

Entry 8:
DFT (ωB97M-V/def2-TZVPD) results for a structure of composition C2H3AgFLi2O.

Results
Relative energy (zero: lowest compared OMol25 entry of this formula, charge and spin) in kcal per mole: 0.00
HOMO level in eV: -10.73
Orbital gap in eV: 6.34
DFT total energy in a.u.: -414.96730

Geometry as ORCA input:
```
! RIJCOSX wB97M-V def2-TZVPD def2/J DEFGRID3
* xyz 1 1
O -0.172 -0.323 -0.007
C -1.202 0.491 0.149
C -2.479 0.080 0.324
Ag -0.937 -1.705 -1.469
Li 2.516 -0.671 0.596
F 4.098 -0.014 0.265
H -0.987 1.569 0.078
H -2.725 -0.975 0.494
H -3.290 0.807 0.373
Li 5.178 0.740 -0.802
*
```

---

Entry 9:
DFT (ωB97M-V/def2-TZVPD) results for an isolated molecule of C5H7NO.

Results
Relative energy (zero: lowest compared OMol25 entry of this formula, charge and spin) in kcal per mole: 47.92
HOMO level in eV: -7.54
Orbital gap in eV: 8.40
SMILES string: C=C1COC=C1N
DFT total energy in a.u.: -324.64810

Geometry as ORCA input:
```
! RIJCOSX wB97M-V def2-TZVPD def2/J DEFGRID3
* xyz 0 1
C -1.635 0.436 0.803
C -0.520 -0.139 0.319
C -0.670 -1.353 -0.543
O 0.516 -1.438 -1.343
C 1.367 -0.481 -0.847
C 0.886 0.264 0.171
N 1.428 1.411 0.785
H -1.693 1.056 1.687
H -2.553 0.228 0.249
H -1.593 -1.254 -1.113
H -0.734 -2.275 0.053
H 2.310 -0.394 -1.383
H 0.704 2.113 0.910
H 2.187 1.827 0.253
*
```

---

Entry 10:
DFT (ωB97M-V/def2-TZVPD) results for an isolated molecule of C3H5NO4.

Results
Relative energy (zero: lowest compared OMol25 entry of this formula, charge and spin) in kcal per mole: 174.63
HOMO level in eV: -10.57
Orbital gap in eV: 10.97
SMILES string: O=[N+]([O-])OC[C@H]1CO1
DFT total energy in a.u.: -472.79114

Geometry as ORCA input:
```
! RIJCOSX wB97M-V def2-TZVPD def2/J DEFGRID3
* xyz 0 1
O 3.546 1.667 0.125
N 2.594 1.961 0.752
O 2.481 2.712 1.702
O 1.451 1.245 0.462
C 1.205 0.119 -0.451
C -0.356 -0.140 -0.350
C -1.145 0.747 0.547
O -1.202 0.871 -0.821
H 1.380 0.300 -1.584
H 1.617 -0.914 -0.099
H -0.640 -1.233 -0.692
H -2.095 0.344 1.140
H -0.571 1.583 1.105
*
```

---

What is the DFT total energy in the eighth record?
-414.96730 a.u.

---

Among the records above, which one has the lowest DFT total energy?
C34H46BrIN2O13PS2